1.
71
Properties=species:S:1:pos:R:3:forces:R:3 method="wB97M-V/def2-TZVPD" total_charge=-2 energy_ev=-102400.8637 e_lumo_ha=0.159 fmax_ev_per_a=3.1 e_above_lowest_kcal_mol=4.0
Y 0.5191 0.0866 -0.0490 0.4 0.2 -0.4
C -0.3389 -1.5446 -4.1071 -3.0 -0.4 -0.8
C -0.1919 -1.8157 -2.6653 0.9 -0.5 2.9
O 0.5095 -0.9574 -1.9965 -0.5 -0.4 -1.1
C -0.6545 -2.9636 -1.9923 -0.1 1.1 -1.3
C -0.5520 -3.1809 -0.5789 -0.2 -0.9 -0.1
C -0.6273 -4.5963 -0.0824 1.0 -0.6 -0.9
N -0.3907 -2.2689 0.3080 -0.1 0.9 0.3
N -0.4368 -2.7020 1.6516 -0.1 0.3 0.1
C 0.3474 -1.9373 2.3550 1.5 0.1 -0.1
O 1.1704 -1.0768 1.8435 -0.7 -0.2 0.7
C 0.4478 -2.1404 3.8690 0.1 0.6 -1.0
C -0.4892 -2.8873 4.5424 -0.4 0.3 -0.1
C -0.4475 -2.9044 5.9244 0.2 -0.5 -0.5
C 0.6423 -2.4134 6.5780 1.0 1.2 0.2
C 1.6473 -1.6985 5.9223 -1.7 -0.2 -1.2
C 1.4558 -1.4614 4.5619 1.2 0.1 -1.1
H 0.4395 -0.9144 -4.4479 1.0 0.4 -0.5
H -1.3119 -0.9597 -4.3109 1.3 -0.7 0.5
H -0.4711 -2.4904 -4.6620 0.4 0.4 0.0
H -1.1507 -3.7215 -2.5858 0.1 -0.2 0.1
H 0.3339 -4.8538 0.3794 -0.3 0.2 0.4
H -0.7111 -5.3330 -0.8731 -0.3 0.1 -0.5
H -1.4300 -4.7279 0.5995 -0.5 -0.1 0.9
H -1.2620 -3.3260 3.9351 -0.3 -0.2 0.1
H -1.2121 -3.3057 6.5270 -1.0 -0.7 0.4
H 0.6748 -2.3813 7.6408 -0.1 -0.4 0.8
H 2.3950 -1.2370 6.5018 1.0 0.5 0.4
H 2.0921 -0.8230 3.8834 -0.5 -0.6 1.1
C -3.7447 -0.0640 -1.9281 -1.0 1.6 -0.5
C -2.6787 0.3430 -0.9819 0.1 0.7 0.3
N -1.6668 1.0547 -1.3261 0.1 -0.6 -1.1
N -1.4904 1.4156 -2.6787 1.4 0.6 2.0
C -0.1841 1.8606 -2.7118 -0.3 -1.2 -0.1
O 0.6934 1.7283 -1.8238 -0.9 0.7 -0.2
C 0.3234 2.3288 -4.0427 0.8 0.9 -0.8
C 1.7246 2.6194 -4.1747 -1.2 -0.6 0.7
C 2.2724 2.8733 -5.4268 2.0 0.0 0.1
C 1.4361 2.9066 -6.5425 1.0 -0.6 -0.7
C 0.0885 2.6643 -6.4031 0.0 0.3 -0.1
C -0.4916 2.4205 -5.1845 0.1 -0.6 1.3
C -2.7775 0.1202 0.5094 -0.1 0.4 -1.4
C -3.9906 -0.0882 1.1512 -0.6 0.4 1.3
C -4.0767 -0.0423 2.5532 1.3 -0.2 -0.9
C -2.8634 0.1216 3.2192 0.0 0.3 -0.4
C -1.6972 0.3860 2.4972 -0.6 -0.5 -1.0
N -1.6310 0.3402 1.1550 -0.9 0.0 1.7
H -4.5644 0.7371 -2.0742 1.1 -1.1 0.6
H -4.1812 -0.9709 -1.5812 -0.6 -0.8 0.0
H -3.3240 -0.1547 -2.9251 0.2 -0.3 0.0
H 2.3103 2.5255 -3.2436 -0.2 0.1 -0.7
H 3.4442 2.9314 -5.5273 -2.5 0.1 0.1
H 1.8598 2.9224 -7.5636 -0.2 0.3 0.7
H -0.5240 2.6029 -7.2684 -0.4 0.1 -0.8
H -1.5531 2.1743 -5.1172 0.3 0.1 0.1
H -4.9438 -0.1689 0.6635 0.0 -0.1 -0.8
H -5.0551 -0.1048 3.0256 0.3 -0.2 0.1
H -2.7428 0.0546 4.2726 -0.2 0.2 0.8
H -0.7871 0.6582 2.9865 0.6 -0.1 0.3
Cl 3.7986 5.4815 2.9805 0.2 0.2 0.2
C 3.5269 3.9559 2.1850 0.2 0.6 0.5
C 4.5858 3.3457 1.5476 -0.5 -0.8 -0.1
Cl 6.2232 3.9539 1.6216 -0.4 0.2 0.1
C 4.3264 2.1430 0.8332 0.2 0.5 -0.4
Cl 5.6843 1.4547 -0.1167 -1.0 0.1 0.4
C 3.0194 1.6444 0.6481 1.0 0.8 0.7
O 2.7587 0.7058 -0.1815 -0.9 -0.5 0.4
C 1.9501 2.2609 1.4833 -0.1 0.4 -0.3
O 0.7586 1.7682 1.4137 0.0 -0.1 -0.1
C 2.2164 3.4198 2.2172 1.0 -0.3 -0.3
Cl 0.9700 4.2066 3.1879 0.3 -0.5 -0.6


2.
68
Properties=species:S:1:pos:R:3:forces:R:3 method="wB97M-V/def2-TZVPD" total_charge=0 energy_ev=-92549.4777 e_lumo_ha=-0.086 fmax_ev_per_a=3.0 e_above_lowest_kcal_mol=133.2
Ir 2.0338 -0.7850 -0.8904 -0.1 0.4 0.9
S 1.6015 -2.1018 -2.9513 0.6 1.1 2.0
C 2.9570 -3.0748 -2.5048 0.4 -1.2 -0.9
S 3.7748 -2.5134 -1.0806 -1.5 1.0 -0.1
C 3.3783 -4.2008 -3.1800 -0.5 1.1 0.7
C 2.6412 -4.7592 -4.2351 -0.4 -0.2 -0.5
N 2.0414 -5.2560 -5.0791 -0.2 0.0 -0.3
C 4.5502 -4.8700 -2.7838 0.5 -0.2 0.2
N 5.5258 -5.3944 -2.4809 0.3 -0.2 0.2
O 4.9768 0.2117 -1.8749 0.0 0.8 0.1
N 3.8094 0.8248 -1.4472 -0.1 -1.3 0.2
C 4.0431 2.0129 -1.0242 0.7 -0.9 -0.5
C 3.1130 3.0559 -0.6616 -0.9 0.6 0.3
C 3.6443 4.3545 -0.6848 0.1 -0.3 0.0
C 2.8631 5.4656 -0.4559 -0.2 0.0 0.0
C 1.5107 5.3071 -0.1915 0.2 0.0 -0.1
C 0.9680 4.0373 -0.1609 -0.1 -0.1 0.0
C 1.7469 2.9008 -0.3707 0.5 -0.4 -0.1
P 0.9493 1.2616 -0.2850 -0.8 -0.3 0.1
C 0.3586 0.9771 1.5228 0.3 0.1 -0.2
C 0.1902 2.1841 2.3787 -0.1 0.1 0.0
C 0.3810 2.1065 3.6997 -0.2 0.3 -0.5
C 0.7965 0.8846 4.3507 0.3 -0.5 0.0
C 1.1740 -0.1831 3.6401 0.0 0.2 0.3
C 1.1251 -0.2063 2.1630 0.0 -0.1 -0.6
C -0.5152 1.4835 -1.3353 0.0 -0.1 -0.2
C -0.4925 2.4529 -2.3401 0.1 0.0 0.1
C -1.5381 2.5538 -3.2363 -0.1 0.1 -0.1
C -2.6254 1.6991 -3.1445 0.0 0.0 0.0
C -2.6258 0.6966 -2.1901 -0.1 0.0 -0.1
C -1.5649 0.5643 -1.3136 0.0 -0.1 0.1
H 4.7905 -0.7430 -1.9804 -0.4 0.0 0.2
H 5.0889 2.3239 -1.0299 -0.1 -0.1 -0.2
H 4.6919 4.4794 -0.9154 0.1 0.0 0.0
H 3.2978 6.4522 -0.5116 0.0 0.1 0.0
H 0.8842 6.1702 -0.0310 -0.1 0.1 0.0
H -0.0970 3.9232 -0.0199 -0.1 0.0 0.1
H -0.1250 3.1004 1.9060 0.0 0.1 0.2
H 0.2292 2.9788 4.3206 -0.1 0.1 0.0
H 0.8382 0.8793 5.4297 0.0 -0.1 0.1
H 1.5489 -1.0737 4.1234 0.0 -0.1 0.1
H 2.1064 -0.4673 1.7286 -0.1 0.0 0.1
H 0.3517 3.1199 -2.4311 0.0 0.1 -0.1
H -1.5026 3.3054 -4.0103 0.0 0.1 -0.1
H -3.4542 1.7993 -3.8289 -0.1 0.0 -0.1
H -3.4488 -0.0006 -2.1301 0.0 -0.1 0.0
H -1.5603 -0.2574 -0.6196 0.0 0.0 0.0
C -3.4256 -4.6131 0.5680 0.1 0.0 0.0
C -3.8875 -3.2421 0.9394 0.2 0.2 0.2
C -5.1965 -2.8657 0.7164 0.0 0.2 0.1
C -5.6309 -1.5918 1.0485 0.4 0.1 0.1
Cl -7.2772 -1.1546 0.7560 -0.3 0.1 0.0
C -4.7568 -0.6761 1.6069 -0.3 -0.2 -0.2
C -3.4420 -1.0415 1.8420 0.4 -0.3 0.1
C -2.9931 -2.3193 1.5221 -0.8 0.0 -0.1
O -1.7472 -2.8115 1.7402 0.0 -0.3 -0.2
C -0.7557 -2.0805 2.4046 0.4 0.5 -0.3
C -0.0193 -1.0661 1.4880 0.5 0.1 1.4
O -0.8104 0.1840 1.3778 -0.2 0.4 0.1
O 0.3208 -1.5843 0.3386 1.4 -0.7 -2.6
H -4.2682 -5.2333 0.2714 0.0 0.0 0.0
H -2.9030 -5.0785 1.4004 0.0 -0.1 0.0
H -2.7216 -4.5555 -0.2603 0.1 -0.1 -0.1
H -5.8928 -3.5715 0.2900 -0.1 -0.1 -0.1
H -5.0916 0.3168 1.8594 -0.1 0.1 0.0
H -2.7646 -0.3096 2.2462 0.1 0.0 0.1
H -0.0208 -2.8322 2.7085 -0.1 0.2 0.1
H -1.1479 -1.5533 3.2833 0.0 -0.1 -0.1